{"formula": "C4H10O2", "method": "ωB97M-V with the def2-TZVPD basis set", "smiles": "C=CC=C.O.O", "orbital_gap_ev": 9.6, "lumo_ev": 0.5, "de_lowest_kcal_mol": 86.83, "spin_multiplicity": 1, "homo_energy_ev": -9.1, "species": ["O", "H", "H", "H", "H", "O", "H", "H", "C", "H", "C", "H", "H", "C", "H", "C"], "positions_angstrom": [[-2.10304, 0.13486, -5.33557], [-2.51145, -3.38857, -3.12410], [-1.44681, 0.63536, -4.70715], [1.58810, 2.28002, 0.96320], [-2.02787, -2.06211, -3.21972], [-2.84551, -2.50463, -3.04565], [1.49723, -1.22423, 3.87156], [1.52088, 1.57006, 3.98743], [1.26618, 1.50529, 2.88447], [2.86195, 2.82000, 2.25177], [0.79030, -1.10217, 3.05508], [-1.76328, 0.85417, -6.07597], [0.19820, 0.17829, 1.46267], [0.69273, 0.05882, 2.41775], [0.40674, -1.99054, 2.60852], [1.87567, 2.23537, 2.00572]], "atomic_forces_ev_per_a": [[3.8677, 4.9704, -1.1526], [-0.3412, -1.1808, 0.0553], [-1.9094, -1.9474, -0.5322], [0.2245, -0.5597, -0.1930], [0.5790, 1.2104, -0.2315], [-0.2701, -0.0438, 0.1587], [-0.5363, 0.0987, 0.3565], [-0.1615, -0.1423, -1.4250], [-0.1812, -4.8704, 2.3142], [-2.4962, -0.4347, -0.1892], [1.1600, 0.8860, -0.2106], [-1.9248, -3.0090, 1.7015], [-0.2962, -0.3936, -0.0854], [-0.3700, 3.3108, 0.6847], [-0.2411, -0.4805, -0.2422], [2.8968, 2.5860, -1.0092]]}

***

{"formula": "C13H13BF4N4O4SbScSe4", "method": "ωB97M-V with the def2-TZVPD basis set", "orbital_gap_ev": 5.6, "lumo_ev": 3.9, "de_lowest_kcal_mol": 14.67, "spin_multiplicity": 1, "charge": -2, "homo_energy_ev": -1.7, "species": ["H", "C", "N", "H", "C", "C", "N", "B", "C", "Se", "Se", "H", "C", "H", "H", "H", "C", "N", "C", "O", "H", "H", "H", "C", "C", "F", "N", "O", "Se", "Se", "C", "H", "F", "Sc", "O", "H", "C", "F", "H", "C", "H", "F", "Sb", "O", "C"], "positions_angstrom": [[-2.82494, 0.56269, -1.41210], [-0.91634, -1.42653, 1.20637], [-1.71336, 0.63951, 0.31056], [1.76208, -3.23003, -3.46035], [-2.31339, -0.03524, -0.66766], [2.67152, -0.64804, -3.54153], [0.92881, -3.68412, 0.98363], [-0.79574, 2.32611, 3.84736], [1.37957, -3.49461, -1.37258], [0.39972, 5.77142, -3.24113], [0.69997, 2.47152, -0.96156], [0.98688, -4.49762, -1.49464], [1.41243, -2.92277, -0.11010], [-0.18788, -1.57603, 3.13960], [3.67910, -0.24898, -3.42317], [1.20921, -4.65092, 1.02347], [0.50618, -3.22404, 2.21568], [-3.56824, 2.96004, -0.28548], [1.91353, -1.63281, 0.03819], [0.69094, -3.88046, 3.22494], [-1.51104, -3.21053, 0.16741], [1.97239, -1.17013, 1.01393], [2.64584, -1.24084, -4.45710], [1.81020, -2.77309, -2.47836], [-2.26529, -1.41581, -0.75049], [-0.19849, 3.20945, 4.70016], [-0.14654, -2.01665, 2.23187], [-2.60215, 3.27170, -1.04180], [-0.93943, 5.79875, 0.54973], [3.02284, 5.57900, 0.03171], [-1.56335, -2.13377, 0.20537], [2.66851, 0.09723, -0.93629], [-2.16130, 2.30756, 3.93321], [-1.21268, 3.30194, 0.56185], [-4.62796, 2.59113, -0.68186], [-0.51564, 0.52640, 1.98832], [2.32045, -0.91926, -1.07296], [-0.25876, 1.04112, 3.97175], [-2.76653, -1.92868, -1.55929], [-1.02451, -0.03999, 1.22038], [2.00763, 0.20768, -3.66718], [-0.46459, 2.76369, 2.44329], [0.91563, 4.98404, -1.00633], [-3.29091, 3.05842, 0.96725], [2.26562, -1.46847, -2.35404]], "atomic_forces_ev_per_a": [[-0.0190, -0.0385, -0.0224], [0.1863, 0.0979, 0.0976], [0.1719, 0.2856, 0.2559], [0.0040, -0.0077, -0.0153], [-0.0059, 0.1196, -0.0762], [0.0276, 0.0058, -0.1503], [-0.0149, -0.0538, 0.0271], [0.2619, 0.0036, 0.0334], [-0.0450, 0.0414, -0.0617], [0.0175, -0.0489, 0.0619], [-0.1435, 0.0665, 0.1619], [-0.0122, -0.0178, 0.0046], [-0.0439, -0.0169, 0.0068], [-0.0461, -0.0071, 0.0145], [0.0298, 0.0058, 0.0240], [0.0897, 0.0637, 0.0362], [-0.0685, 0.0191, -0.1511], [0.7404, 0.4389, 0.8195], [0.0221, -0.0241, 0.0072], [0.0341, -0.0476, 0.1630], [0.0224, -0.0976, -0.0144], [-0.0328, -0.0207, 0.0178], [-0.0061, 0.0041, -0.0039], [-0.0044, -0.0205, -0.0239], [0.0223, -0.0294, 0.0268], [0.0430, 0.1193, 0.0968], [-0.0935, -0.0823, 0.0080], [-0.5333, -0.3831, -0.5761], [0.0706, -0.1566, 0.0382], [-0.0422, -0.0144, -0.0669], [-0.0378, 0.1539, 0.0460], [-0.0064, 0.0359, -0.0336], [-0.3660, -0.0070, 0.0043], [0.6533, -0.6219, 0.3974], [-0.8042, -0.2068, -0.3243], [-0.0209, -0.0654, -0.0483], [-0.0083, 0.0315, -0.0270], [0.0747, -0.1371, 0.0454], [-0.0226, 0.0148, -0.0267], [-0.0199, -0.0487, -0.1885], [-0.0387, 0.0373, 0.0259], [-0.1890, -0.0859, -0.0084], [0.8236, 0.7962, -0.5529], [-0.6892, -0.1303, -0.2004], [0.0190, 0.0295, 0.1521]]}

***

{"formula": "C2H4OS2", "method": "ωB97M-V with the def2-TZVPD basis set", "orbital_gap_ev": 9.7, "lumo_ev": 0.3, "de_lowest_kcal_mol": 92.01, "spin_multiplicity": 1, "homo_energy_ev": -9.5, "species": ["H", "H", "C", "O", "H", "S", "C", "S", "H"], "positions_angstrom": [[-1.01025, 0.00169, -0.95459], [2.30290, 1.35799, -1.29283], [-0.66204, 0.30862, 1.92620], [0.27215, -1.12864, -2.42123], [-0.58907, -1.68874, 0.86565], [0.94589, 1.39829, -0.94298], [-0.65571, -0.74916, 1.31511], [0.19952, -0.59725, -1.08371], [-0.80339, 1.09720, 2.58840]], "atomic_forces_ev_per_a": [[-0.2418, 0.2323, 0.0816], [-1.3264, -0.7051, 0.3776], [-0.2203, -3.3056, -1.6053], [0.0467, -0.5406, -1.5527], [-0.1473, -0.7269, 0.0452], [0.8645, 0.9233, -0.3551], [-0.2815, 2.5398, 2.7611], [1.2533, 0.5071, -0.1808], [0.0530, 1.0756, 0.4284]]}

***

{"formula": "C18H40F9N3O7P2S2", "method": "ωB97M-V with the def2-TZVPD basis set", "smiles": "N=[PH2][C@@]1(CCC(F)(F)C(F)(F)S(F)(F)(F)(F)F)OS(=O)(=O)O[C@@H]1P(=O)(O)O.CCN(CC)CC.CCN(CC)CC", "orbital_gap_ev": 6.8, "lumo_ev": -1.2, "spin_multiplicity": 1, "homo_energy_ev": -8.0, "species": ["H", "O", "H", "C", "P", "H", "H", "H", "H", "H", "F", "C", "F", "H", "H", "N", "C", "H", "H", "C", "H", "C", "C", "H", "O", "H", "O", "O", "S", "C", "H", "N", "H", "C", "C", "H", "H", "H", "H", "F", "H", "C", "F", "H", "H", "O", "C", "H", "H", "H", "O", "H", "P", "C", "C", "H", "H", "H", "F", "H", "C", "C", "H", "H", "C", "H", "H", "H", "F", "F", "N", "H", "C", "H", "S", "H", "H", "F", "C", "F", "O"], "positions_angstrom": [[-1.79452, 0.58875, 1.21949], [-3.10837, -2.71300, -2.54332], [7.72846, -2.36259, 5.76344], [-7.59540, 3.91913, -5.38118], [-2.93889, -0.20342, -3.62720], [-9.75250, 1.69752, -3.85242], [-6.34143, 2.32787, -4.70051], [-3.93790, 1.98861, -0.55689], [8.39301, -0.55000, 6.90539], [-8.63104, 4.07606, -5.68700], [2.98853, -3.25611, 1.25701], [-0.63548, -1.45159, -1.04585], [4.35296, -0.37533, 2.21628], [-7.20863, 1.95733, -0.66901], [9.66695, -1.58140, 7.58693], [-7.87573, 2.44597, -3.30660], [-3.14130, -1.31972, -2.11966], [-5.01668, -0.58167, -4.03693], [-11.07772, 3.62480, -2.80894], [-7.14457, 3.30079, -2.37707], [-6.99154, 3.94676, -6.29257], [-7.41016, 2.57101, -4.68584], [-7.42515, 3.00192, -0.90945], [0.37559, 0.44368, -1.56689], [-2.63191, -2.24611, 0.01979], [-1.91172, -0.64460, -5.54974], [-1.98168, 0.95986, -3.44553], [-4.07079, -4.44017, -0.71120], [-2.95084, -3.51340, -1.05710], [-10.08434, 3.73415, -3.25543], [-9.54754, 1.97481, -2.16180], [9.59698, -2.13029, 4.87939], [-7.87947, 1.79178, -5.29633], [10.06568, -0.92454, 5.55383], [-2.18922, -1.12013, -0.85751], [-4.21185, -1.13619, -1.76696], [9.87770, -0.02507, 4.95659], [10.41489, -0.42067, 2.82613], [7.72491, -0.17233, 4.28850], [1.01343, -1.32896, 1.82914], [-6.79090, 3.62957, -0.27812], [8.15027, -2.27386, 4.75672], [1.96423, -2.00998, -1.10978], [-9.58480, 4.55260, -2.73384], [-10.23768, 4.02390, -4.29459], [-2.38620, -1.19725, -4.88802], [2.11042, -0.83825, 1.11513], [-7.33948, 4.36303, -2.56195], [-4.01116, 0.00637, 0.75249], [11.40959, -2.54954, 3.95785], [-4.51818, 0.27100, -4.07251], [11.15221, -0.99820, 5.68023], [-2.75188, 0.38175, 0.16587], [1.88379, -0.76717, -0.45651], [-9.32503, 2.41174, -3.14112], [-6.07076, 3.14480, -2.53435], [7.92142, -3.23704, 4.28894], [-0.43771, -1.73128, -2.14015], [4.43862, -1.59483, 0.26481], [9.92169, 0.15786, 7.41007], [7.38748, -1.17440, 4.01689], [10.35648, -2.44340, 3.67188], [0.07764, 0.32868, 0.24905], [-0.40129, -2.40110, -0.45927], [10.28257, -1.45631, 2.50746], [10.06601, -3.43635, 3.31229], [9.33725, -1.53866, 1.96876], [11.07480, -1.67987, 1.78719], [2.92751, -1.87429, 3.21620], [4.95742, -2.62307, 2.26884], [-2.94252, 1.73585, -0.66037], [6.32423, -1.23818, 4.26781], [0.36020, -0.26664, -0.66876], [-8.46155, 3.21484, -0.63795], [3.62248, -1.79522, 1.68624], [-7.28317, 4.75917, -4.75804], [7.46250, -1.28920, 2.93586], [2.67087, 0.22575, -1.08939], [9.47132, -0.72104, 6.94191], [2.27962, 0.49269, 1.54902], [-1.78099, -4.41800, -1.31980]], "atomic_forces_ev_per_a": [[-0.3954, -0.9688, -0.4136], [0.1071, 0.8930, 3.3610], [0.1436, 0.0763, -0.0066], [-0.1145, 0.0849, -0.2641], [1.8875, 2.7118, -2.3268], [0.2398, 0.0488, -0.0884], [-0.0503, 0.0418, 0.1811], [0.6174, 0.0682, -0.3539], [0.0503, -0.0290, 0.0238], [0.0617, 0.0752, 0.0767], [0.6584, 2.3528, 0.3381], [0.7039, 0.2251, -0.6462], [-0.7237, -2.2266, -0.8597], [-0.0842, 0.0219, -0.0717], [-0.0522, 0.0102, -0.0981], [0.0554, -0.2637, -0.1985], [-1.2713, 0.7062, -0.3099], [-0.0952, 0.9146, -0.3285], [0.0751, 0.0058, -0.0207], [-0.0183, -0.1488, 0.0827], [-0.0036, -0.0078, 0.0649], [0.3025, -0.1086, 0.0308], [-0.0857, 0.0179, 0.0141], [0.0976, -0.8352, 1.4106], [-1.4995, -1.5102, -2.6716], [-0.3847, -0.2472, 0.7359], [-2.2788, -2.6507, -0.1956], [1.3812, 4.4762, -0.3362], [1.6457, -7.7938, -0.7695], [-0.3033, 0.0478, -0.0431], [0.1398, 0.0724, -0.0088], [0.1303, -0.2606, -0.1199], [-0.1319, 0.0247, 0.1663], [-0.0778, -0.1127, 0.1213], [0.8171, -1.0981, 0.3052], [1.2639, 0.1170, -0.2490], [0.0263, 0.1815, -0.0253], [-0.0222, -0.0535, 0.0130], [0.0371, -0.0414, -0.0001], [1.8705, 0.6180, -2.0696], [-0.0293, -0.0089, -0.0703], [-0.1097, 0.0399, 0.3091], [0.9732, 2.0435, 1.3229], [0.0273, -0.0400, -0.0245], [0.0744, 0.0993, 0.0586], [-1.1250, 1.2187, 1.8824], [-0.6330, 1.9329, 0.8390], [0.0416, 0.1679, 0.0437], [0.9715, -0.5970, -0.0014], [-0.0798, 0.0882, 0.1342], [2.5333, -2.2825, 1.2580], [-0.0802, -0.1059, -0.2376], [-0.7064, 2.4916, -0.8222], [-2.9697, 0.7906, -1.7719], [-0.0349, -0.0711, 0.3155], [-0.1351, -0.0014, -0.2514], [0.2515, 0.0415, -0.0516], [-0.3540, 0.4476, 1.5252], [-1.6385, -0.5899, 1.5956], [-0.0104, -0.0471, -0.0618], [-0.2768, -0.0134, -0.0933], [0.2154, -0.0614, 0.1535], [0.1824, -0.7254, -1.1282], [-0.4618, 1.4440, -0.6521], [-0.0310, -0.0218, -0.3003], [-0.1514, 0.0710, 0.1176], [0.0393, 0.1018, 0.0604], [-0.0187, 0.0128, 0.0538], [1.1490, -0.4463, -2.2288], [-2.3112, 1.2556, -0.9047], [-0.4737, -1.3014, 0.8654], [0.0813, 0.0188, -0.0239], [0.2563, 0.3038, -0.7357], [0.0547, -0.0537, 0.0175], [3.2868, -0.2856, 2.7611], [-0.0182, -0.0563, -0.0061], [0.0337, 0.1309, 0.0292], [-0.6320, -2.5167, 1.5967], [-0.1021, -0.0104, 0.0088], [-0.6671, -2.6209, -1.0597], [-1.8413, 3.7211, 1.0271]]}